The following is a DFT calculation (ωB97M-V with the def2-TZVPD basis set) of a molecular structure, C21H44O15S3V2 in a non-equilibrium geometry.

Geometry (Å):
O -0.4463 2.3231 -1.9412
C 1.7729 -4.1273 -1.6501
S -2.3380 4.0967 1.3454
C 3.5275 1.0763 -1.0471
H -1.6265 -5.7262 0.3905
O -2.9229 3.2855 2.3471
H 5.4285 0.0299 -0.9331
S 0.7650 -5.7951 0.0571
H 5.8880 0.6896 1.3906
C 4.9764 0.9834 0.8877
H 2.1128 2.7839 1.4405
H 0.0218 -0.0732 -3.5636
O -2.3922 0.3611 -2.9184
C -2.9540 6.2141 0.0517
H -2.6316 -0.2194 -6.2310
H 0.1264 1.7894 0.5682
H -0.9595 5.9811 1.7361
C 4.0176 1.6703 1.6323
O 1.2421 -4.8426 1.0085
H 1.8491 2.3229 -0.8635
H -1.4833 -4.1876 3.8829
H 0.1897 -4.1626 3.4708
O -3.3206 5.3221 1.1166
H -0.0129 4.4779 1.5341
C -0.6683 -0.1874 0.5467
H -0.7397 -1.3724 -4.4500
C -0.9292 -5.4676 -0.4035
C 1.7447 -3.9501 -3.1538
H -2.7969 7.9437 1.4147
H -0.9203 4.7853 3.0608
H -4.3223 7.7740 0.5446
O -1.7608 -1.3704 4.0750
H -0.9961 -3.2655 2.4232
H -0.9498 -0.9254 1.3044
C 4.6858 0.6391 -0.4276
H 3.2416 0.7098 -2.0231
C -3.2438 7.6361 0.4664
H -2.8642 8.3679 -0.2483
S -0.5710 -2.0901 4.3954
H -3.4994 6.0370 -0.8790
H 2.0306 -2.9156 -3.3633
O -4.3673 -1.6099 -2.2897
H -1.9233 6.0739 -0.2873
C -0.0676 0.9861 1.2854
H -1.0853 -5.9556 -1.3582
O -1.8989 0.1204 -0.1230
C -2.9893 -0.2420 -5.1971
C 2.9652 2.2975 0.9846
C 2.9060 -1.1709 4.5684
C 0.3225 -0.7314 -0.4645
H 2.7462 -1.3931 5.6260
C 2.7381 1.9859 -0.3498
H -3.9501 0.2740 -5.2635
C 1.9247 -1.9197 3.6900
H 2.7772 -3.9552 -1.2664
C -1.9786 0.4099 -4.2765
H 0.7718 -4.1748 -3.5832
O -2.8273 3.1596 -2.4580
H -0.8162 1.3815 1.9773
O -1.8582 -2.3576 -1.9952
H 2.2907 -2.0074 2.6686
H 3.9124 -1.5475 4.3792
C -0.8946 4.9266 1.9845
H -1.9071 1.4472 -4.6176
H 1.2349 -1.0676 0.0490
O -2.0333 3.5112 0.0692
H -3.1894 -1.2867 -4.9480
O 1.3679 -5.4911 -1.3933
H 2.8136 -0.0912 4.4573
H 1.8735 -2.9191 4.1296
O -0.2496 -2.3209 5.7654
C -0.7165 -3.5618 3.4280
H 0.8511 0.7050 1.7911
V -1.9930 2.0421 -1.7268
O 0.8783 -7.2007 0.2385
H -0.1360 0.1449 -5.2886
H -0.0187 -1.5907 -1.0336
C -0.6266 -0.2895 -4.4157
H -1.0747 -4.3907 -0.5383
H 1.0824 -3.4091 -1.2090
H 0.6539 0.0629 -1.1363
H 4.0819 1.6657 2.7142
O 0.6224 -1.3117 3.6869
V -3.0006 -1.2765 -1.6228
H 2.5165 -4.5436 -3.6455

Force components x, y, z for each atom (eV/Å):
O -0.9558 0.0391 -0.2372
C -0.0940 0.1631 -0.9118
S -0.3307 0.3689 0.5421
C 0.2312 0.3983 0.5877
H 0.1168 -0.5540 -0.0736
O -0.1127 -0.0375 0.1611
H -0.2455 -0.0512 -0.2200
S -1.3625 -0.0925 -1.5145
H -0.0130 -0.3448 -0.1784
C -0.7753 0.0526 0.2644
H 0.4962 0.2936 0.6243
H -0.1305 0.1633 0.0543
O -0.6855 0.4765 2.5303
C 0.3165 1.0296 -1.1986
H 0.2994 -0.0838 0.1171
H 0.2274 -0.0872 -0.0104
H 0.0830 0.0214 -0.0212
C 0.1338 0.4433 0.2492
O 0.1834 0.0229 0.2287
H -0.1348 0.3028 0.1353
H -0.2306 0.3058 0.0391
H 0.1303 0.1701 -0.3271
O 0.1849 -0.5393 -0.2562
H 0.0235 -0.0279 0.0734
C -0.3756 -0.7300 -0.5461
H -0.0010 0.0060 -0.3126
C -0.0126 1.0064 0.5695
C 0.7039 0.3147 0.0003
H -0.0041 -0.3746 0.1035
H 0.0504 -0.0065 0.0092
H 0.0253 0.0650 0.0743
O 0.1050 0.5423 0.0534
H 0.1436 -0.0047 -0.0535
H 0.2689 -0.2412 -0.0250
C 1.0600 -0.1526 0.1163
H 0.0547 0.1890 -0.0997
C -0.0637 0.4764 0.3998
H -0.0686 -0.2844 -0.3084
S -0.8770 0.2916 -0.5065
H -0.4048 -0.6066 0.3938
H -0.3114 0.0601 -0.0639
O -0.6453 -0.5302 0.2723
H 0.1398 -0.0597 0.5495
C -0.9974 0.6729 -0.3407
H -0.2273 -0.2993 0.1698
O -1.9547 0.4755 -1.8885
C -0.5819 -0.1244 -0.5867
C -0.6686 -0.9963 -0.6393
C -0.1286 0.0200 0.5118
C 1.0530 -0.2757 0.4667
H -0.3432 0.0482 -0.0591
C -0.1696 -0.4902 -0.8801
H 0.0421 0.1022 0.4652
C 0.7158 -0.5171 0.8372
H -0.0636 -0.0897 0.1970
C 0.0774 -0.8549 -0.5428
H -0.0507 0.0678 0.0393
O 0.0751 -0.2511 -0.1124
H 0.1902 -0.1607 0.2872
O -2.2707 0.7013 0.4527
H -0.3233 0.1556 -0.1258
H 0.0568 0.3354 -0.3241
C -0.1008 -0.2834 -0.2071
H 0.1426 0.1394 0.5075
H -0.0517 0.0954 0.0871
O 0.2399 -0.4487 -0.6122
H 0.1221 0.0305 0.1568
O 0.5361 0.0941 0.8671
H 0.2980 -0.0110 -0.2515
H -0.2072 -0.1079 -0.3525
O 0.4305 -0.4474 -0.0221
C 0.4931 -0.7197 0.6297
H -0.0499 -0.0140 0.0952
V 1.1743 -1.6878 0.5478
O 0.3938 -0.0826 0.3447
H 0.0952 -0.5334 -0.1916
H -0.3246 0.1890 -0.0278
C 0.1305 0.6841 0.2556
H 0.3420 -0.0485 -0.1854
H -0.0202 -0.2103 0.2752
H -0.2384 -0.0072 -0.1116
H 0.2321 0.4329 -0.0083
O -0.2257 -0.0690 -0.1682
V 5.1759 2.3648 -0.9107
H -0.1614 -0.2729 0.0704

## Properties
Net charge: 0
HOMO energy: -0.34353 Eh
Orbital gap: 7.70 eV
E_tot: -137082.985 eV